This record from the Open Molecules 2025 dataset describes a single C4H8N2O molecule. The level of theory is the ωB97M-V functional and the def2-TZVPD basis.

```
15
Properties=species:S:1:pos:R:3
N 1.47140 -0.58721 -1.27077
C 1.30989 -0.83122 0.06219
O 1.65174 -1.88679 0.56454
C 0.73845 0.31834 0.90388
N -0.51442 0.97970 0.52606
C -1.75210 0.25334 0.72962
C -1.29144 0.58263 -0.64026
H 1.92050 -1.29917 -1.82766
H 1.26906 0.30665 -1.68643
H 0.62258 -0.09024 1.91195
H 1.52193 1.08710 0.94415
H -1.68452 -0.79583 1.02006
H -2.56201 0.80922 1.20127
H -0.94950 -0.25083 -1.25179
H -1.75157 1.40430 -1.18681
```

Output
- Structure (SMILES): NC(=O)CN1CC1
- E_LUMO: 0.91 eV
- Highest occupied orbital energy: -9.07 eV
- Energy relative to the best compared isomer or geometry (same formula, charge and spin): 45.72 kcal/mol
- Orbital gap: 9.99 eV

Atomic partial charges in e from the natural (NBO) method, atoms 1 to 8: -0.835 0.651 -0.604 -0.326 -0.405 -0.253 -0.272 0.407

=====

This record from the Open Molecules 2025 dataset describes a single C3H4BrN3O molecule. The level of theory is the ωB97M-V functional and the def2-TZVPD basis.

```
12
Properties=species:S:1:pos:R:3
C -2.03524 -1.50414 -0.02606
C -2.83732 -0.43227 0.04534
C 0.70492 0.71714 -0.00542
N -0.73390 -1.17745 -0.01243
N -0.62880 0.08712 -0.11060
N -1.71880 0.76803 -0.07729
O -1.79883 1.97690 0.09763
Br -4.63070 0.06628 -0.05639
H -2.47875 -2.43660 -0.00116
H 1.11446 0.63525 -1.08590
H 0.35141 1.83146 0.14413
H 1.34221 0.13219 0.74158
```

Output
- ⟨S²⟩: 2.026
- E_LUMO (spin up / spin down): 0.69 / -1.63 eV
- Spin multiplicity: 3
- Highest occupied orbital energy (spin up / spin down): -5.70 / -9.67 eV
- Energy relative to the best compared isomer or geometry (same formula, charge and spin): 30.84 kcal/mol
- Orbital gap (spin up / spin down): 6.39 / 8.04 eV

Atomic partial charges in e from the natural (NBO) method, atoms 1 to 8: -0.127 -0.065 -0.452 -0.190 -0.080 0.158 -0.331 0.165